1 | Formula: C27H40N3O3S4Ti
Source: the OMol25 dataset
Level of theory: ωB97M-V with the def2-TZVPD basis set

Results
Charge ... +1
<S²> ... 2.00
Lowest unoccupied orbital energy (spin up / spin down) ... -1.9 / -2.0 eV
2S+1 ... 3
Molecular weight ... 630.77 g mol⁻¹
Frontier orbital gap (spin up / spin down) ... 7.19 / 9.10 eV

Each line ends with the Mulliken charge.
Cartesian coordinates (Å):
Ti -1.295 0.438 0.060  -0.467
C -4.577 -0.552 -1.541  -0.556
C -3.715 -0.171 -2.738  -0.950
S -2.273 0.891 -2.422  0.180
C -2.985 2.556 -2.334  -0.987
C -3.788 2.897 -1.086  -0.650
S -2.738 2.707 0.385  0.132
C -3.930 2.314 1.693  -0.470
C -3.193 1.658 2.854  -0.970
S -2.433 0.042 2.546  0.169
C -3.854 -1.087 2.493  -1.141
C -4.651 -1.152 1.191  -0.705
S -3.558 -1.325 -0.251  0.137
H -5.343 -1.252 -1.878  0.527
H -5.081 0.314 -1.118  0.110
H -4.334 0.308 -3.497  0.521
H -3.299 -1.069 -3.195  0.417
H -3.591 2.725 -3.225  0.517
H -2.115 3.212 -2.408  0.425
H -4.674 2.271 -0.999  0.214
H -4.124 3.931 -1.159  0.508
H -4.709 1.665 1.297  0.068
H -4.404 3.228 2.052  0.508
H -3.862 1.560 3.710  0.578
H -2.355 2.284 3.167  0.399
H -4.524 -0.839 3.318  0.541
H -3.432 -2.066 2.722  0.438
H -5.268 -0.264 1.063  0.334
H -5.320 -2.011 1.239  0.543
O 2.065 -0.247 1.494  -0.613
C 2.281 0.929 0.705  2.602
C 0.823 1.404 0.381  0.956
O 0.039 1.577 1.355  -0.630
O 0.429 1.513 -0.809  -0.484
C 2.966 2.001 1.564  -0.090
C 3.987 2.818 1.089  -0.276
C 4.572 3.764 1.921  -0.944
C 4.152 3.902 3.233  -0.456
C 3.136 3.091 3.715  -0.881
C 2.543 2.152 2.888  -0.308
C 3.099 0.573 -0.531  -0.448
C 3.129 1.401 -1.656  -0.401
C 3.951 1.106 -2.731  -1.043
C 4.766 -0.019 -2.704  -0.593
C 4.740 -0.847 -1.594  -0.856
C 3.907 -0.556 -0.519  -0.147
H 2.711 -0.256 2.208  0.504
H 4.349 2.715 0.077  0.415
H 5.370 4.388 1.537  0.434
H 4.616 4.636 3.880  0.409
H 2.801 3.193 4.740  0.400
H 1.730 1.543 3.259  0.396
H 2.509 2.286 -1.693  0.591
H 3.958 1.764 -3.591  0.431
H 5.418 -0.242 -3.539  0.437
H 5.378 -1.721 -1.554  0.508
H 3.892 -1.220 0.335  0.388
C -0.291 -2.634 1.520  -0.778
N 0.205 -3.227 0.298  0.245
C -0.082 -4.644 0.159  -1.170
C 0.413 -2.435 -0.804  0.183
N -0.176 -1.283 -0.927  0.130
N 1.263 -2.941 -1.737  0.240
C 2.365 -3.823 -1.366  -1.264
C 1.429 -2.249 -3.003  -1.194
H 0.033 -3.250 2.360  0.414
H -1.387 -2.583 1.536  0.199
H 0.129 -1.636 1.644  -0.086
H -1.154 -4.828 0.299  0.338
H 0.464 -5.220 0.909  0.333
H 0.195 -5.002 -0.829  0.383
H 0.315 -0.715 -1.619  0.106
H 2.351 -4.013 -0.297  0.393
H 3.312 -3.343 -1.617  0.409
H 2.306 -4.774 -1.900  0.350
H 2.078 -1.370 -2.917  0.333
H 0.458 -1.946 -3.395  0.412
H 1.880 -2.942 -3.711  0.351

***

2 | Formula: C27H40N3O3S4Ti
Source: the OMol25 dataset
Level of theory: ωB97M-V with the def2-TZVPD basis set

Results
Charge ... +1
<S²> ... 2.01
Lowest unoccupied orbital energy (spin up / spin down) ... -2.5 / -5.4 eV
2S+1 ... 3
Molecular weight ... 630.77 g mol⁻¹
Frontier orbital gap (spin up / spin down) ... 7.99 / 5.45 eV

Each line ends with the Mulliken charge.
Cartesian coordinates (Å):
Ti 0.956 -0.424 0.031  0.148
C 2.121 -0.882 3.458  -0.349
C 2.818 0.445 3.755  -1.069
S 2.967 1.563 2.340  0.149
C 4.536 1.041 1.609  -1.099
C 4.553 -0.277 0.855  -0.740
S 3.526 -0.234 -0.637  0.105
C 3.826 -1.931 -1.240  -0.914
C 2.676 -2.922 -1.063  -0.561
S 1.760 -2.738 0.495  -0.326
C -1.403 -3.513 2.098  -0.319
C -0.918 -3.087 3.260  -0.798
S 0.560 -0.532 2.621  -0.122
H 1.896 -1.386 4.399  0.485
H 2.706 -1.539 2.821  0.148
H 3.806 0.256 4.176  0.463
H 2.254 0.999 4.506  0.472
H 5.281 1.008 2.406  0.561
H 4.829 1.862 0.951  0.388
H 4.224 -1.109 1.476  0.336
H 5.578 -0.480 0.540  0.572
H 4.709 -2.266 -0.697  0.395
H 4.099 -1.848 -2.291  0.481
H 3.103 -3.925 -1.087  0.748
H 1.992 -2.836 -1.902  0.032
H -0.820 -4.150 1.442  0.287
H -2.412 -3.261 1.783  0.249
H 0.066 -3.396 3.599  0.339
H -1.510 -2.474 3.930  0.351
O -1.012 -1.148 -0.195  0.437
C -1.488 -1.171 -1.598  4.746
C -0.245 -1.021 -2.507  -1.276
O -0.357 -1.146 -3.698  -0.626
O 0.880 -0.733 -1.889  -0.385
C -2.408 0.033 -1.712  -1.363
C -3.542 0.077 -0.901  0.090
C -4.364 1.190 -0.899  -1.042
C -4.058 2.281 -1.706  -0.513
C -2.936 2.242 -2.517  -0.934
C -2.113 1.119 -2.525  -0.184
C -2.132 -2.518 -1.860  -0.468
C -1.463 -3.670 -1.450  0.045
C -2.013 -4.919 -1.690  -1.228
C -3.223 -5.029 -2.362  -0.528
C -3.875 -3.886 -2.798  -0.916
C -3.333 -2.633 -2.548  -0.423
H -1.152 -2.015 0.215  -0.127
H -3.781 -0.769 -0.266  0.473
H -5.247 1.208 -0.273  0.435
H -4.703 3.150 -1.710  0.449
H -2.703 3.078 -3.165  0.498
H -1.257 1.090 -3.186  0.577
H -0.498 -3.602 -0.952  0.274
H -1.488 -5.809 -1.365  0.453
H -3.650 -6.005 -2.554  0.412
H -4.808 -3.966 -3.340  0.437
H -3.841 -1.747 -2.906  0.477
C -1.606 2.016 1.482  -1.122
N -0.547 2.982 1.244  0.629
C -0.426 4.039 2.238  -1.297
C 0.329 2.835 0.228  -0.395
N 0.621 1.633 -0.239  0.633
N 0.920 3.947 -0.271  0.281
C 0.177 5.192 -0.454  -1.223
C 2.122 3.825 -1.081  -1.111
H -2.547 2.552 1.623  0.493
H -1.411 1.424 2.379  0.230
H -1.714 1.363 0.624  0.161
H -0.479 3.587 3.230  0.391
H -1.231 4.774 2.154  0.352
H 0.532 4.541 2.138  0.387
H 1.016 1.699 -1.177  0.246
H 0.178 5.453 -1.513  0.403
H 0.628 6.011 0.108  0.347
H -0.855 5.065 -0.141  0.395
H 1.894 3.610 -2.130  0.394
H 2.764 3.039 -0.688  0.214
H 2.666 4.768 -1.037  0.386

***

Result of the stability comparison: 1 is the most stable of them.

***

1 | Formula: C4H10N2P
Source: the OMol25 dataset
Level of theory: ωB97M-V with the def2-TZVPD basis set

Results
Charge ... +1
Lowest unoccupied orbital energy ... -5.8 eV
Molecular weight ... 117.11 g mol⁻¹
Frontier orbital gap ... 7.48 eV

Each line ends with the natural charge from an NBO analysis.
Cartesian coordinates (Å):
C 1.749 -0.965 -0.135  0.303
C -0.748 0.260 0.802  -0.522
C -0.504 -1.212 0.908  -0.213
C -1.035 0.737 -0.602  -0.139
N 0.961 -1.394 0.841  -0.566
N 1.265 -0.255 -1.087  -0.727
P -1.118 2.366 -1.211  0.487
H 2.759 -1.358 -0.280  0.205
H -1.589 0.509 1.377  0.275
H 0.033 0.770 1.317  0.258
H -0.832 -1.826 1.689  0.243
H -0.845 -1.681 0.000  0.211
H -1.611 0.063 -1.229  0.235
H 1.280 -1.840 1.626  0.407
H 1.893 -0.151 -1.827  0.372
H -0.321 2.716 -2.337  0.119
H -0.805 3.284 -0.132  0.051

***

2 | Formula: C4H10N2P
Source: the OMol25 dataset
Level of theory: ωB97M-V with the def2-TZVPD basis set

Results
Charge ... +1
Lowest unoccupied orbital energy ... -3.7 eV
Molecular weight ... 117.11 g mol⁻¹
SMILES string ... CPC1=[NH+]CCN1
Frontier orbital gap ... 10.33 eV

Each line ends with the natural charge from an NBO analysis.
Cartesian coordinates (Å):
C -1.019 -2.622 0.108  -0.918
P -2.090 -1.185 0.543  0.636
C -0.487 0.353 0.024  0.382
N -0.148 0.789 -1.123  -0.572
C 1.092 1.508 -1.121  -0.250
C 1.351 1.740 0.365  -0.251
N 0.300 0.819 0.977  -0.564
H -1.874 -3.359 0.159  0.253
H -0.415 -2.986 0.800  0.230
H -0.508 -2.578 -0.839  0.248
H -1.884 -1.496 1.915  -0.011
H -0.765 0.702 -1.995  0.455
H 0.917 2.422 -1.771  0.242
H 1.879 0.888 -1.530  0.229
H 2.217 1.338 0.891  0.238
H 1.292 2.810 0.688  0.232
H 0.142 0.859 1.909  0.422

***

Result of the stability comparison: 2 is the most stable of them.

***

1 | Formula: C5H12N
Source: the OMol25 dataset
Level of theory: ωB97M-V with the def2-TZVPD basis set

Results
Charge ... +2
<S²> ... 0.76
Lowest unoccupied orbital energy (spin up / spin down) ... -8.9 / -13.9 eV
2S+1 ... 2
Molecular weight ... 86.16 g mol⁻¹
Frontier orbital gap (spin up / spin down) ... 11.29 / 5.96 eV

Each line ends with the natural charge from an NBO analysis.
Cartesian coordinates (Å):
C -1.402 -1.795 -0.089  -0.634
C -1.037 -0.702 0.888  -0.385
C -1.132 0.728 0.394  -0.520
C 0.193 1.263 0.095  -0.009
C 1.128 0.475 -0.492  0.077
N 2.475 0.916 -0.842  -0.705
H -0.845 -1.793 -1.032  0.256
H -1.301 -2.771 0.378  0.273
H -2.457 -1.641 -0.347  0.286
H -1.604 -0.861 1.843  0.397
H -0.106 -0.798 1.527  0.293
H -1.964 0.833 -0.340  0.345
H -1.700 1.354 1.114  0.352
H 0.325 2.318 0.330  0.276
H 0.949 -0.586 -0.606  0.257
H 2.821 1.612 -0.187  0.475
H 3.167 0.161 -0.844  0.482
H 2.491 1.289 -1.792  0.484

***

2 | Formula: C5H12N
Source: the OMol25 dataset
Level of theory: ωB97M-V with the def2-TZVPD basis set

Results
Charge ... +2
<S²> ... 1.76
Lowest unoccupied orbital energy (spin up / spin down) ... -13.2 / -11.9 eV
2S+1 ... 2
Molecular weight ... 86.16 g mol⁻¹
Frontier orbital gap (spin up / spin down) ... 5.31 / 7.29 eV

Each line ends with the natural charge from an NBO analysis.
Cartesian coordinates (Å):
C 0.849 -0.459 -1.782  -0.566
C 1.608 0.878 -1.554  -0.375
C 1.028 1.759 -0.408  -0.517
C 0.692 1.028 0.821  0.060
C -0.195 -0.041 0.831  0.172
N -3.293 -2.200 2.125  -0.300
H 0.556 -0.804 -0.763  0.168
H 1.509 -1.194 -2.238  0.267
H 0.012 -0.297 -2.455  0.244
H 1.510 1.465 -2.467  0.265
H 2.665 0.715 -1.371  0.247
H 0.129 2.310 -0.738  0.319
H 1.770 2.495 -0.115  0.272
H 1.261 1.326 1.703  0.273
H -0.412 -0.600 1.735  0.170
H -4.031 -1.488 2.255  0.444
H -3.116 -2.748 2.979  0.435
H -2.541 -2.145 1.441  0.421

***

Result of the stability comparison: 1 is the most stable of them.